A cluster of 10 separate species, C34H60N2O26P2 in total in a non-equilibrium geometry. Source: the Open Molecules 2025 dataset; level of theory: ωB97M-V with the def2-TZVPD basis set.

Values from the calculation:
E_tot: -4080.138874 Eh
orbital gap: 10.3686 eV
maximum force: 6.40 eV/A
LUMO: -0.0008 Ha
SMILES string: CCOP(=O)(OCC)OCC.CCOP(=O)(OCC)OCC.O=C1OCCO1.O=C1OCCO1.O=C1OCCO1.O=C1OCCO1.O=C1OCCO1.O=C1OCCO1.CC#N.CC#N

Geometry as XYZ:
```
124
Properties=species:S:1:pos:R:3:forces:R:3
C -16.017090 12.140340 -5.146270 0.4 -0.8 0.3
C -14.571740 11.660250 -4.869150 -0.9 1.5 -0.3
O -14.367230 10.323910 -5.348070 0.8 -0.9 0.9
P -13.472080 9.330920 -4.407420 -0.3 -0.3 0.1
O -13.952850 9.144700 -3.005310 1.3 0.7 -2.2
O -13.487780 7.939940 -5.243330 0.7 1.7 1.1
C -14.120400 7.744650 -6.491360 -0.7 -0.7 -0.2
C -15.608050 7.642240 -6.334730 -1.3 -0.1 -0.4
O -11.937800 9.896010 -4.586060 -1.9 0.0 2.8
C -11.258370 9.985690 -5.791060 0.5 -0.5 -1.7
C -9.862570 10.631730 -5.699320 -0.7 0.2 0.6
H -16.097550 13.210570 -4.955920 0.1 0.0 0.0
H -16.316150 11.919850 -6.170990 0.2 0.1 -0.1
H -16.733270 11.622950 -4.507930 0.1 0.0 0.1
H -13.910970 12.351450 -5.392340 0.3 -0.3 -0.3
H -14.325000 11.812140 -3.818360 -0.1 -0.6 0.1
H -13.869260 8.508250 -7.227530 0.2 0.0 0.1
H -13.782560 6.765340 -6.830370 0.4 0.2 -0.1
H -16.116920 8.605940 -6.313620 0.1 0.0 0.1
H -16.026960 7.083940 -7.171940 0.1 0.1 -0.4
H -15.953710 7.058790 -5.481390 0.5 0.1 0.3
H -11.276670 8.956240 -6.148810 0.5 0.1 -0.7
H -11.820740 10.636100 -6.461000 -0.2 -0.2 -0.3
H -10.068420 11.691520 -5.549070 0.4 0.1 0.3
H -9.238260 10.255160 -4.889050 -0.2 0.0 0.1
H -9.281310 10.598720 -6.620810 -0.3 -0.4 -0.2
C -2.247490 20.092580 6.037250 1.0 0.8 -1.1
C -2.624150 18.839670 6.764370 -0.1 1.3 0.9
O -3.139100 17.827150 5.909960 -0.9 0.2 -1.0
P -4.712960 17.772500 5.586230 -1.8 -1.3 -1.2
O -5.590760 17.625210 6.765760 0.9 0.0 -0.9
O -5.203630 19.026410 4.632290 1.8 -0.5 0.9
C -6.571200 19.204440 4.273920 -1.3 -1.3 0.0
C -6.679020 19.773460 2.894910 0.6 0.6 -0.4
O -4.785600 16.511890 4.503750 -1.0 2.2 2.2
C -4.002810 16.578670 3.314760 1.0 -1.5 0.3
C -4.433130 15.430470 2.401160 -0.2 -0.1 -0.5
H -1.326900 20.061620 5.454440 0.1 -0.7 -0.2
H -3.011720 20.410900 5.328220 -0.2 0.1 0.3
H -1.994140 20.901760 6.722190 -0.6 0.0 0.3
H -1.777950 18.484180 7.352310 -0.1 -0.5 -0.3
H -3.380970 19.178500 7.471840 -0.3 -0.6 0.2
H -7.098390 18.254470 4.186080 0.3 -0.5 0.6
H -7.122090 19.763780 5.030060 0.3 0.2 0.1
H -7.638310 19.612930 2.402890 -0.3 0.1 0.5
H -6.452190 20.838600 2.940950 0.1 0.0 -0.5
H -5.977770 19.238550 2.254430 0.3 0.2 0.0
H -3.982990 17.562850 2.846680 -0.3 0.0 0.0
H -3.024720 16.357150 3.741800 0.6 0.2 -0.8
H -5.209840 15.692480 1.682710 -0.1 0.4 0.1
H -3.631410 15.013510 1.791650 0.2 0.4 0.1
H -4.827710 14.570560 2.942420 0.1 0.2 0.5
O -2.890330 12.897300 0.923960 0.2 0.5 0.1
C -2.729920 11.762450 1.261510 -2.2 2.0 -1.1
O -1.749740 11.016550 0.915330 3.3 0.5 -1.0
C -1.930970 9.721280 1.342310 -0.1 -2.1 0.7
C -3.030150 9.877790 2.340150 -0.4 -1.3 0.6
O -3.688600 11.050410 1.847660 -0.7 -0.8 1.9
H -2.197350 9.102210 0.485640 0.2 -0.2 0.1
H -1.092500 9.356110 1.935360 0.5 -0.1 -0.9
H -2.573800 9.953010 3.327160 -0.2 1.1 0.2
H -3.652410 8.990150 2.454090 -0.5 0.4 -0.6
O -8.214000 7.472830 3.613610 0.4 1.7 -1.1
C -7.988890 8.527400 3.055540 -1.1 -2.0 0.1
O -7.318820 9.532580 3.552630 1.3 2.0 0.9
C -7.099540 10.528930 2.530400 1.1 1.3 0.1
C -8.116950 10.243970 1.515770 -0.4 -1.3 -1.6
O -8.404810 8.861150 1.812720 -1.2 -0.4 -0.8
H -7.228240 11.579130 2.792370 0.0 -0.3 1.3
H -6.093630 10.474510 2.114140 0.0 -0.5 0.4
H -7.743720 10.261300 0.491810 0.3 -0.1 0.0
H -8.963070 10.929480 1.468320 -0.5 -0.5 0.7
O -4.125600 15.869110 -0.799170 -2.8 2.0 -2.0
C -5.085190 16.460530 -1.325950 2.1 -2.2 2.9
O -5.899730 17.301790 -0.651610 0.8 0.2 -0.3
C -6.936110 17.688390 -1.523190 -2.0 0.7 0.2
C -6.594610 17.133910 -2.898430 -0.5 0.4 1.2
O -5.583500 16.208560 -2.524630 0.9 -0.6 -1.6
H -7.885250 17.268700 -1.189900 0.1 -0.4 0.3
H -7.138610 18.758970 -1.492130 0.6 0.1 0.0
H -6.241180 17.931930 -3.551390 0.2 -0.5 -0.3
H -7.466180 16.599480 -3.276380 0.4 0.0 -0.5
O -5.299730 8.773750 0.684250 0.2 -1.0 -1.8
C -5.923570 8.008180 -0.018470 -2.3 0.7 2.2
O -6.594840 8.374140 -1.155450 0.8 0.5 -0.3
C -7.307120 7.259140 -1.691750 0.6 -1.3 0.7
C -7.413920 6.411680 -0.437430 -1.0 -1.9 -0.5
O -6.398580 6.807580 0.441730 1.6 1.8 -0.8
H -8.265500 7.410510 -2.188430 0.1 1.0 0.4
H -6.710660 6.688730 -2.403770 0.5 0.5 -0.2
H -7.158430 5.389520 -0.716750 -0.7 -0.2 0.3
H -8.377000 6.501080 0.065150 0.1 -0.1 0.0
O -13.736930 14.486280 -1.804170 3.9 -0.8 -2.0
C -12.615610 14.302170 -2.314420 -2.2 1.7 3.3
O -11.415260 14.618350 -1.661120 -3.3 0.2 1.2
C -10.336450 14.433990 -2.477110 1.3 0.0 -0.7
C -10.930420 13.696400 -3.662250 1.2 -0.1 -0.8
O -12.336190 13.864010 -3.515640 -0.4 -0.8 -0.6
H -9.907000 15.394930 -2.760460 0.0 0.2 -0.1
H -9.588030 13.873790 -1.916630 0.1 -0.2 -0.4
H -10.586490 12.662660 -3.627530 -0.7 -0.2 -0.1
H -10.672190 14.124560 -4.630800 0.2 0.0 0.1
O -8.076360 11.873590 -2.739650 1.6 -0.3 1.9
C -7.154870 11.971980 -1.945130 0.6 0.9 -1.7
O -7.121010 12.762090 -0.867590 -1.5 1.0 0.9
C -5.856580 12.781780 -0.175930 -0.7 0.1 0.7
C -5.035490 11.991850 -1.074800 1.8 -1.9 -1.0
O -5.892020 11.481930 -2.123270 -0.6 0.1 -0.2
H -5.348490 13.740610 -0.073070 -1.0 0.5 0.1
H -5.927540 12.304750 0.801580 -0.4 0.2 0.0
H -4.643350 11.115510 -0.558720 0.3 0.0 -0.2
H -4.230510 12.624350 -1.449040 0.0 -0.4 -0.6
C -4.072660 8.899990 -3.025970 1.6 -0.2 1.1
C -2.655900 8.465320 -2.722800 -3.7 1.2 -1.4
N -1.605340 8.106570 -2.524030 2.5 -0.8 0.7
H -4.102820 9.799770 -3.640460 0.1 -0.3 -0.1
H -4.456760 9.175580 -2.043820 -0.5 -0.1 -0.2
H -4.620790 8.059110 -3.450910 0.0 0.2 0.0
C -5.243790 13.481380 -5.343820 1.1 -0.8 -0.4
C -6.557500 14.008740 -5.392110 -5.7 2.8 0.8
N -7.650460 14.482530 -5.402570 4.3 -1.9 0.0
H -4.495910 14.257070 -5.508410 -0.1 -0.1 -0.2
H -5.264820 12.752610 -6.154090 0.7 -0.1 -0.1
H -4.975680 12.954000 -4.428350 -0.4 0.1 0.1
```
Positions in Å, forces in eV/Å.

---

The ion C5H7O9 with charge -1 in a non-equilibrium geometry. Source: the Open Molecules 2025 dataset; level of theory: ωB97M-V with the def2-TZVPD basis set.

Values from the calculation:
E_tot: -871.793491 Eh
orbital gap (alpha / beta): 3.4076 / 6.3291 eV
net charge: -1
maximum force: 4.41 eV/A
LUMO (alpha / beta): 0.1247 / 0.0256 Ha
multiplicity: 3

Geometry as XYZ:
```
21
Properties=species:S:1:pos:R:3:forces:R:3
C 2.410435 -0.046168 0.223457 -2.4 1.2 0.1
C -1.010124 1.124644 0.965116 -0.7 -0.2 0.3
C 0.994509 0.556848 0.033772 0.3 -1.9 -0.8
C -1.445820 -0.211382 0.264271 0.0 -0.1 -0.1
C -0.153439 -0.826119 -0.318155 0.8 1.1 0.4
O 2.506253 -1.040725 0.974210 -0.4 -3.2 2.6
O 3.268679 0.484914 -0.491241 2.7 2.2 -2.7
O 0.378163 1.035984 1.187880 0.0 0.0 -0.1
O -1.347568 2.249925 0.239483 0.0 0.4 -0.1
O 1.009465 1.443891 -1.025368 0.1 0.1 0.6
O -2.380753 0.063007 -0.729469 0.0 0.0 -0.1
O -1.991166 -1.079002 1.220723 0.1 -0.2 0.2
O -0.276957 -1.064789 -1.686540 0.0 0.0 0.2
O 0.252146 -1.940404 0.372759 0.3 0.4 -0.1
H -1.496198 1.206717 1.940953 0.1 -0.1 -0.2
H -0.829808 2.221481 -0.580242 -0.1 0.1 0.1
H 1.980586 1.496308 -1.226532 -0.3 -0.2 -0.1
H -2.135604 -0.460102 -1.505443 0.0 0.0 0.1
H -1.357715 -1.818868 1.293907 -0.2 0.2 0.0
H 0.442063 -1.659760 -1.927866 0.0 0.0 0.0
H 1.182843 -1.736404 0.774322 -0.1 0.0 -0.2
```
Positions in Å, forces in eV/Å.

---

An isolated molecule of C5H6O. Source: the Open Molecules 2025 dataset; level of theory: ωB97M-V with the def2-TZVPD basis set.

Values from the calculation:
E_tot: -269.248571 Eh
orbital gap: 11.0369 eV
maximum force: 0.39 eV/A
LUMO: 0.0401 Ha
SMILES string: C#C[C@@H]1O[C@@H]1C

Geometry as XYZ:
```
12
Properties=species:S:1:pos:R:3:forces:R:3
C -0.654888 -2.138775 -1.265212 0.2 0.3 0.0
C -0.144496 -1.054745 -1.157302 -0.1 -0.4 0.0
C 0.411760 0.281666 -1.064362 -0.1 0.0 -0.2
O 1.566642 0.490295 -0.258247 0.2 0.0 0.0
C 0.342174 1.056589 0.185748 -0.1 0.1 0.2
C -0.196237 0.485342 1.467281 0.0 0.0 0.0
H -1.094677 -3.108643 -1.356374 0.1 0.2 0.0
H 0.448532 0.822164 -2.010289 -0.1 -0.1 0.1
H 0.277866 2.141876 0.077258 0.1 -0.2 0.0
H -0.060787 -0.598769 1.471104 -0.1 0.1 0.0
H -1.258030 0.716664 1.600800 0.1 0.0 -0.1
H 0.362141 0.906335 2.309596 -0.1 0.0 -0.1
```
Positions in Å, forces in eV/Å.